Below is a 11-piece molecular cluster, C51H132N8O16 overall in a non-equilibrium geometry, with properties calculated with ωB97M-V/def2-TZVPD.

CARTESIAN COORDINATES (ANGSTROEM)
C 20.2219 2.7795 27.7106
O 19.5276 1.5966 28.0121
C 20.2910 0.4378 27.7180
C 19.5364 -0.8597 28.0374
C 19.0867 -0.8060 29.4746
N 20.3468 -2.0520 27.7263
H 21.2343 2.8206 28.1817
H 19.6560 3.5586 28.2171
H 20.3615 3.0123 26.6270
H 20.3812 0.4873 26.6695
H 21.2794 0.4615 28.2186
H 18.6278 -0.8621 27.4448
H 18.7374 0.2039 29.7179
H 19.8252 -1.1254 30.1709
H 18.2967 -1.5908 29.6168
H 20.8519 -1.9403 26.8681
H 21.0053 -2.2697 28.4862
C 15.2798 -4.7821 27.5019
O 14.1806 -4.9550 26.5856
C 14.6090 -5.4307 25.3273
C 13.4486 -5.2401 24.3588
C 13.7966 -5.8807 23.0027
N 13.0156 -3.8530 24.1679
H 15.8296 -5.7435 27.5793
H 14.9791 -4.6346 28.4838
H 15.8622 -3.9694 27.0785
H 15.4444 -4.8785 24.9529
H 14.8871 -6.5047 25.3311
H 12.5378 -5.7259 24.8306
H 12.9845 -6.1859 22.3771
H 14.4637 -6.8116 23.2031
H 14.4017 -5.1168 22.5444
H 13.8057 -3.3874 23.6673
H 12.6054 -3.4470 25.0086
C 15.9528 -1.0305 27.5120
O 15.7319 -0.6336 26.2374
C 15.5526 -1.6674 25.3734
C 15.2600 -1.0871 23.9722
C 13.8664 -0.5954 23.7533
N 15.5625 -2.2404 23.0797
H 14.9713 -1.3808 27.9126
H 16.3084 -0.1912 28.1468
H 16.7078 -1.8378 27.5975
H 16.3469 -2.3917 25.3071
H 14.6733 -2.2186 25.7839
H 16.0578 -0.3193 23.8741
H 13.1408 -1.4141 23.9150
H 13.6664 -0.0994 22.8093
H 13.5558 0.1626 24.5056
H 16.5880 -2.3608 23.1295
H 15.3315 -2.1022 22.1289
C 7.6535 2.2468 24.9753
O 9.0435 1.9903 25.0025
C 9.3558 1.2982 26.2037
C 10.8683 1.1483 26.3405
N 11.2820 0.5069 27.5719
C 12.7114 0.8547 27.8874
C 13.0483 0.4071 29.2309
O 12.6728 -0.9576 29.2995
C 12.9994 -1.5637 30.4956
H 7.0014 1.4011 24.7140
H 7.5371 3.0159 24.2059
H 7.2910 2.6209 25.8997
H 8.8416 0.2906 26.1470
H 8.9744 1.8877 27.0843
H 11.2499 2.1745 26.3376
H 11.2833 0.6993 25.3544
H 11.2401 -0.5168 27.4653
H 12.8279 1.9396 27.8146
H 13.4542 0.4620 27.0988
H 12.4427 0.9679 29.9663
H 14.1476 0.4164 29.4620
H 12.5485 -2.5302 30.6235
H 12.6501 -0.9576 31.3479
H 14.1129 -1.6508 30.5806
C 15.2987 0.8614 20.1106
O 16.6328 0.9848 20.6370
C 16.9087 2.3279 21.0064
C 18.3604 2.5952 21.4296
N 18.8960 1.6871 22.4344
C 18.0602 1.4604 23.5938
C 18.9234 1.1957 24.8549
O 19.6285 -0.0413 24.6938
C 21.0208 0.1199 24.2911
H 14.6136 1.2313 20.8265
H 15.1903 -0.2135 19.9087
H 15.1233 1.4819 19.2180
H 16.2334 2.5304 21.8922
H 16.6843 3.0982 20.2999
H 18.3900 3.6138 21.8234
H 19.1047 2.5227 20.5851
H 19.0040 0.7944 21.9450
H 17.4942 0.6117 23.3699
H 17.4180 2.3344 23.7894
H 18.3863 1.1184 25.7840
H 19.7293 1.9003 24.9295
H 21.1753 0.6397 23.2905
H 21.5130 -0.8458 24.2098
H 21.5953 0.6297 25.0734
C 5.7323 -1.1352 25.9323
O 6.4738 -1.0473 24.6514
C 6.0681 -2.1030 23.7994
C 6.9566 -2.0145 22.5661
N 8.4116 -2.2043 22.5952
C 9.2981 -1.1904 23.2192
C 9.5516 -0.0857 22.2638
O 8.3473 0.6733 22.1367
C 8.5033 1.9868 21.6658
H 6.0841 -0.3483 26.5707
H 5.8391 -2.0546 26.4592
H 4.7099 -0.8792 25.7182
H 5.0566 -1.9223 23.4586
H 6.0102 -3.0376 24.3819
H 6.8694 -1.0509 22.0252
H 6.4564 -2.8180 21.8701
H 8.5397 -3.1515 22.9982
H 10.2633 -1.7220 23.4316
H 8.8067 -0.8937 24.1180
H 9.8607 -0.5465 21.2518
H 10.4649 0.5860 22.4787
H 9.1516 2.5980 22.3318
H 7.5385 2.4452 21.7057
H 8.8697 1.9700 20.5865
C 20.0002 -0.5264 20.1358
O 20.0958 -1.3612 21.2837
C 19.3391 -2.6194 21.0430
C 19.5344 -3.5115 22.2402
N 18.9498 -2.8387 23.3831
C 18.7501 -3.4393 24.6649
C 20.0048 -4.2212 25.1114
O 21.1534 -3.3126 25.1086
C 22.3715 -4.0372 25.1055
H 18.9498 -0.1319 20.0313
H 20.1964 -1.0515 19.1494
H 20.7759 0.1949 20.2549
H 19.7408 -3.0995 20.0487
H 18.2935 -2.4578 20.9535
H 20.6261 -3.6225 22.3351
H 18.9859 -4.4528 22.1142
H 19.4700 -1.9674 23.5337
H 17.9722 -4.1640 24.7567
H 18.6421 -2.6811 25.3560
H 20.1398 -5.0317 24.3242
H 19.8236 -4.8642 25.9949
H 23.1854 -3.5352 25.7184
H 22.7357 -4.3036 24.1483
H 22.2334 -5.0017 25.6656
C 7.8870 -8.0282 21.5181
O 9.0704 -7.6897 22.1964
C 9.0851 -6.3994 22.7543
C 10.2052 -6.1276 23.6824
N 9.8977 -4.9357 24.4579
C 9.2611 -5.0434 25.7783
C 9.3110 -3.6815 26.4301
O 10.6092 -3.2625 26.7743
C 11.1409 -3.7974 27.9679
H 8.0620 -9.0844 21.1351
H 7.6802 -7.3534 20.6478
H 6.9711 -8.0041 22.1202
H 8.1340 -6.3353 23.2764
H 8.9792 -5.5240 22.1232
H 11.1081 -5.9535 23.0963
H 10.4052 -7.0141 24.2726
H 10.6895 -4.3643 24.3583
H 9.7810 -5.8105 26.3973
H 8.1711 -5.2275 25.7223
H 8.7580 -3.5645 27.3200
H 9.0440 -2.9805 25.6770
H 11.0095 -4.9105 27.9194
H 10.6990 -3.3399 28.8398
H 12.2286 -3.6463 27.8993
C 16.2631 3.3602 26.8804
C 15.7518 4.2005 27.9866
C 15.9781 3.6482 29.3936
O 16.4031 5.4310 27.8060
H 15.8895 2.4118 26.9498
H 17.3048 3.2967 27.0502
H 16.1038 3.7716 25.8463
H 14.6062 4.3275 27.9006
H 17.0377 3.6270 29.6760
H 15.6505 2.5925 29.2659
H 15.3598 4.2075 30.1423
H 16.0194 6.1516 28.3548
C 11.8137 4.0432 22.7871
C 13.1171 4.6180 23.2707
C 13.1736 4.6325 24.7871
O 14.1273 3.7382 22.7875
H 10.9568 4.4997 23.2091
H 11.8138 2.9999 23.0548
H 11.6739 3.9905 21.7083
H 13.1924 5.6163 22.8060
H 13.1653 3.5642 25.0379
H 12.3228 5.1856 25.1615
H 14.1408 4.9405 25.1009
H 14.9358 4.0761 23.1249
C 13.0864 -3.3959 18.8759
C 12.3337 -3.1829 20.2750
C 11.5103 -4.4376 20.5633
O 13.3775 -2.9253 21.1508
H 13.7477 -4.2870 19.0073
H 13.7271 -2.5233 18.7407
H 12.3781 -3.5282 18.0674
H 11.6456 -2.3653 20.1488
H 11.0817 -4.4275 21.5260
H 11.9329 -5.4232 20.5515
H 10.6161 -4.3627 19.9703
H 12.9802 -2.7686 22.0213

The HOMO energy comes out at -8.1 eV. The SMILES is COC[C@H](C)N.COC[C@H](C)N.COC[C@H](C)N.COCCNCCOC.COCCNCCOC.COCCNCCOC.COCCNCCOC.COCCNCCOC.CC(C)O.CC(C)O.CC(C)O. For the strongest force on any atom, the calculation gives 3.81 eV/Å. As for the energy: -3663.790227 Eh. As for the energy above the lowest of the compared OMol25 structures with the same formula, charge and spin: 0.377 eV. The orbital gap comes out at 8.8 eV.

Atomic partial charges in e from the Mulliken method, atoms 1 to 8:
1 C -0.73
2 O -0.21
3 C -0.13
4 C 2.69
5 C -1.72
6 N -0.43
7 H 0.33
8 H 0.22

***

Below is C51H35Cl5FeN4O2S3 as an isolated structure in a non-equilibrium geometry, with properties calculated with ωB97M-V/def2-TZVPD.

CARTESIAN COORDINATES (ANGSTROEM)
Fe 1.5578 -2.5180 -1.7870
N 0.3592 -0.8747 -4.4182
C -0.6130 -1.5303 -3.6957
C -1.8594 -1.6779 -4.3224
C -2.8653 -2.3363 -3.6664
C -2.6258 -2.8269 -2.3853
C -1.3804 -2.6242 -1.8454
N -0.3709 -1.9870 -2.4669
C 1.6417 -0.5035 -4.0812
C 2.3520 0.2658 -5.0147
C 3.6208 0.6718 -4.7094
C 4.1683 0.3158 -3.4771
C 3.4053 -0.4447 -2.6302
N 2.1503 -0.8623 -2.9102
H 0.0805 -0.6156 -5.3490
H -2.0050 -1.2824 -5.3187
H -3.8264 -2.4719 -4.1453
H -3.3767 -3.3675 -1.8274
H -1.1437 -2.9828 -0.8636
H 1.8847 0.5388 -5.9511
H 4.1832 1.2687 -5.4150
H 5.1652 0.6147 -3.1894
H 3.7827 -0.7502 -1.6665
Cl -1.0117 -4.6409 0.6948
C 0.6927 -4.9585 0.3865
C 1.4790 -4.0580 -0.3328
C 2.8152 -4.4507 -0.3612
Cl 3.9114 -3.3588 -1.1983
C 3.3652 -5.6031 0.1805
Cl 5.0432 -5.9579 0.0281
C 2.5202 -6.4691 0.8614
Cl 3.1376 -7.9126 1.5675
C 1.1764 -6.1342 0.9776
Cl 0.1373 -7.1857 1.8690
C 3.7839 -1.1602 6.1409
C 3.3002 -0.8674 4.7472
C 3.1240 0.4475 4.3208
C 2.6605 0.7276 3.0457
C 2.3561 -0.3278 2.1994
C 2.5344 -1.6464 2.5867
C 3.0086 -1.9038 3.8631
S 1.7247 0.0257 0.5766
O 2.0091 -1.2395 -0.1876
C -0.0190 0.0208 0.9875
C -0.6260 -1.2379 1.1818
C -1.9347 -1.2936 1.5437
C -2.6939 -0.1065 1.7129
C -4.0705 -0.1565 2.0449
C -4.8052 0.9890 2.1394
C -4.1961 2.2440 1.9159
C -2.8684 2.3242 1.6119
C -2.0817 1.1489 1.5021
C -0.7020 1.1999 1.1294
C -0.0488 2.5242 0.9079
C 0.3281 3.3354 2.0198
C 0.1042 2.9284 3.3633
C 0.5287 3.7008 4.4037
C 1.1962 4.9250 4.1645
C 1.4168 5.3440 2.8864
C 0.9913 4.5622 1.7817
C 1.2409 4.9697 0.4467
C 0.8758 4.1816 -0.6040
C 0.2258 2.9558 -0.3554
S -0.1034 1.9098 -1.7897
O 0.4500 2.6476 -2.9594
C -1.8776 2.1065 -1.8167
C -2.6835 1.0282 -1.4967
C -4.0630 1.1725 -1.5539
C -4.6389 2.3796 -1.9308
C -6.1331 2.5479 -1.9526
C -3.8022 3.4439 -2.2748
C -2.4261 3.3152 -2.2263
H 4.5664 -0.4634 6.4412
H 4.1766 -2.1728 6.2183
H 2.9666 -1.0647 6.8588
H 3.3641 1.2643 4.9914
H 2.5383 1.7525 2.7166
H 2.3257 -2.4494 1.8889
H 3.1597 -2.9301 4.1758
H -0.0439 -2.1385 1.0261
H -2.4140 -2.2535 1.6982
H -4.5290 -1.1234 2.2140
H -5.8584 0.9400 2.3836
H -4.7890 3.1471 1.9826
H -2.4079 3.2878 1.4362
H -0.3983 1.9897 3.5569
H 0.3553 3.3751 5.4212
H 1.5331 5.5248 4.9998
H 1.9264 6.2801 2.6926
H 1.7379 5.9165 0.2724
H 1.0699 4.4621 -1.6309
H -2.2410 0.0807 -1.2098
H -4.6969 0.3305 -1.3010
H -6.6358 1.5930 -2.1032
H -6.4447 3.2299 -2.7432
H -6.4857 2.9599 -1.0042
H -4.2400 4.3843 -2.5892
H -1.7747 4.1318 -2.5126
S 0.7502 -4.7313 -5.7879
C 1.2430 -4.1147 -4.3600
N 1.6091 -3.6645 -3.3459

The HOMO energy (alpha / beta) comes out at -7.1 / -7.1 eV. For the strongest force on any atom, the calculation gives 1.17 eV/Å. As for the energy: -7093.244730 Eh. As for the energy above the lowest of the compared OMol25 structures with the same formula, charge and spin: 0.000 eV. The orbital gap (alpha / beta) comes out at 6.7 / 6.7 eV.

Atomic partial charges in e from the Mulliken method, atoms 1 to 8:
1 Fe 0.31
2 N 0.66
3 C 0.34
4 C -0.97
5 C -0.81
6 C -1.05
7 C -0.07
8 N 1.02

***

Below is C51H37BrCoF4NO2P as an isolated structure, with properties calculated with ωB97M-V/def2-TZVPD.

CARTESIAN COORDINATES (ANGSTROEM)
Co 0.1557 0.5350 0.0388
O 0.3008 0.3949 -1.7118
C 1.3202 0.4234 -2.6868
C 2.2413 1.5945 -2.3203
C 3.0198 1.3803 -1.0529
C 4.3718 1.6875 -1.0421
C 5.1225 1.4215 0.0858
C 4.4944 0.8531 1.1753
C 3.1314 0.5994 1.1258
C 2.4539 -0.0072 2.3221
C 1.2044 0.7570 2.8002
O 0.2173 0.5532 1.8040
C 1.4575 2.2507 2.9652
C 2.7061 2.7508 3.3182
C 2.8988 4.1132 3.4967
C 1.8415 4.9951 3.3343
C 0.5849 4.5018 3.0155
C 0.3962 3.1395 2.8406
C 0.7106 0.1336 4.1051
C 0.7345 0.8303 5.3067
C 0.3250 0.2198 6.4849
C -0.1093 -1.0943 6.4748
C -0.1424 -1.7940 5.2762
C 0.2584 -1.1833 4.1003
N 2.4033 0.8691 0.0278
C 0.6623 0.7191 -4.0368
C 0.9315 -0.0307 -5.1733
C 0.3146 0.2756 -6.3806
C -0.5802 1.3294 -6.4616
C -0.8553 2.0843 -5.3275
C -0.2342 1.7825 -4.1276
C 2.0274 -0.9258 -2.6801
C 3.3746 -1.0545 -2.9924
C 3.9802 -2.3045 -3.0080
C 3.2421 -3.4407 -2.7183
C 1.8909 -3.3211 -2.4239
C 1.2879 -2.0735 -2.4067
H 1.6084 2.4820 -2.2341
H 2.9398 1.7960 -3.1325
H 4.8246 2.1102 -1.9274
H 6.1807 1.6428 0.1106
H 5.0455 0.6100 2.0722
H 3.1730 -0.0920 3.1366
H 2.1342 -1.0257 2.0863
H 3.5414 2.0821 3.4733
H 3.8778 4.4843 3.7678
H 1.9921 6.0569 3.4710
H -0.2538 5.1779 2.9148
H -0.5899 2.7530 2.6313
H 1.0747 1.8559 5.3346
H 0.3493 0.7776 7.4108
H -0.4213 -1.5729 7.3933
H -0.4823 -2.8207 5.2579
H 0.2040 -1.7353 3.1715
H 1.6173 -0.8653 -5.1242
H 0.5350 -0.3174 -7.2579
H -1.0607 1.5653 -7.4012
H -1.5518 2.9104 -5.3812
H -0.4639 2.3669 -3.2441
H 3.9692 -0.1833 -3.2366
H 5.0307 -2.3863 -3.2509
H 3.7135 -4.4139 -2.7323
H 1.3000 -4.2048 -2.2191
H 0.2282 -1.9903 -2.2034
F -6.5937 3.1194 0.3148
C -5.5717 2.2816 0.2611
C -5.7918 0.9144 0.2807
F -7.0274 0.4415 0.3476
C -4.7073 0.0528 0.2181
F -4.9567 -1.2563 0.1991
C -3.3964 0.5101 0.1598
P -2.0218 -0.6663 -0.0441
C -2.1514 -1.9361 1.2304
C -1.3250 -3.0507 1.0848
C -1.3660 -4.0735 2.0186
C -2.2108 -3.9757 3.1155
C -2.9976 -2.8470 3.2882
C -2.9708 -1.8281 2.3485
C -2.4246 -1.4441 -1.6320
C -2.7735 -2.7834 -1.7751
C -2.9895 -3.3051 -3.0430
C -2.8665 -2.4968 -4.1637
C -2.5478 -1.1525 -4.0219
C -2.3303 -0.6286 -2.7599
C -3.2052 1.8922 0.1101
Br -1.4997 2.6996 -0.1077
C -4.2745 2.7683 0.1658
F -4.0895 4.0831 0.1172
H -0.6605 -3.1324 0.2302
H -0.7372 -4.9439 1.8895
H -2.2477 -4.7761 3.8420
H -3.6400 -2.7603 4.1534
H -3.5944 -0.9558 2.4939
H -2.8851 -3.4198 -0.9082
H -3.2594 -4.3465 -3.1514
H -3.0283 -2.9127 -5.1489
H -2.4509 -0.5130 -4.8897
H -2.0630 0.4135 -2.6585

The HOMO energy (alpha / beta) comes out at -11.2 / -11.3 eV. For the strongest force on any atom, the calculation gives 0.14 eV/Å. The total charge is +1. As for the energy: -6868.286596 Eh. The multiplicity is 5. As for the energy above the lowest of the compared OMol25 structures with the same formula, charge and spin: 0.239 eV. The orbital gap (alpha / beta) comes out at 8.9 / 7.1 eV.

Atomic partial charges in e from the Mulliken method, atoms 1 to 8:
1 Co -0.96
2 O 1.01
3 C 2.38
4 C -2.11
5 C 0.26
6 C -0.58
7 C -1.27
8 C -0.42